Molecular formula: C21H24N2O2
Method: DFT, ωB97M-V/def2-TZVPD

Each line ends with the Mulliken charge.
Positions of all 49 atoms, in Å:
C1 -1.8885 -0.9929 6.5992  -0.726
O1 -1.7195 -1.9577 5.5720  -0.469
C2 -0.8287 -1.7431 4.5462  1.034
C3 -0.1860 -0.5247 4.3551  -0.640
C4 0.7096 -0.4041 3.2742  -0.509
C5 0.9847 -1.4733 2.3806  0.114
C6 1.9178 -1.2571 1.2258  -1.189
N1 1.2362 -0.5122 0.1701  0.323
C7 0.0353 -0.9981 -0.4899  -1.455
C8 -0.2376 -0.4375 -1.9063  -0.240
C9 0.6412 -1.2098 -2.9499  -0.976
C10 2.0971 -1.4052 -2.5417  -0.604
C11 2.7170 -0.1435 -1.9108  0.284
O2 3.8150 0.2522 -2.1969  -0.604
C12 2.0443 0.4560 -0.6519  -0.163
C13 1.1367 1.5667 -1.1879  -1.291
N2 0.0256 1.0196 -1.9986  0.421
C14 -0.8833 1.8768 -2.6648  0.821
C15 -1.5656 1.3985 -3.7899  -0.191
C16 -2.3998 2.2339 -4.5575  -0.940
C17 -2.5622 3.5696 -4.1462  -0.371
C18 -1.9516 4.0570 -2.9785  -0.712
C19 -1.0924 3.2324 -2.2525  -0.450
C20 0.2970 -2.6461 2.6098  -0.021
C21 -0.5633 -2.8055 3.6796  -0.756
H1 -0.9385 -0.9177 7.1637  0.330
H2 -2.1004 0.0120 6.1649  0.256
H3 -2.7099 -1.2150 7.2617  0.241
H4 -0.3781 0.3369 4.9727  0.284
H5 1.1930 0.5781 3.1138  0.313
H6 2.7512 -0.6622 1.5805  0.490
H7 2.3735 -2.2051 0.8777  0.337
H8 -0.8175 -0.7382 0.1852  0.398
H9 0.1196 -2.0507 -0.5734  0.508
H10 -1.2951 -0.6771 -2.1162  0.556
H11 0.2540 -2.2213 -3.0925  0.412
H12 0.5892 -0.6961 -3.9018  0.499
H13 2.6279 -1.6144 -3.4606  0.410
H14 2.1346 -2.2713 -1.8434  0.258
H15 2.8279 0.8792 0.0050  0.598
H16 0.6651 2.0745 -0.3448  0.526
H17 1.7345 2.2950 -1.7368  0.445
H18 -1.4231 0.3820 -4.0879  0.262
H19 -2.9602 1.8408 -5.3941  0.377
H20 -3.1793 4.2306 -4.7481  0.345
H21 -2.1129 5.0940 -2.6821  0.363
H22 -0.5962 3.6290 -1.3880  0.332
H23 0.5184 -3.4784 1.9750  0.386
H24 -1.0567 -3.7565 3.8803  0.386

## Properties
calculated total energy	-29240.2736	eV
net charge	0
ΔE to the lowest compared entry with this formula, charge and spin	3.629	eV
frontier orbital gap	8.33	eV
HOMO	-7.691	eV
SMILES	COc1ccc(CN2C[C@@H]3CCC(=O)[C@H]2CN3c2ccccc2)cc1